(1)
{"formula": "C33H31AsBrIN5O7STi", "method": "ωB97M-V with the def2-TZVPD basis set", "multiplicity": 3, "orbital_gap_ev": [4.084, 6.458], "charge": -1, "elements": ["Ti", "Br", "C", "C", "C", "C", "O", "C", "C", "N", "C", "C", "C", "C", "C", "C", "C", "C", "N", "C", "C", "H", "H", "H", "H", "H", "H", "H", "H", "H", "H", "C", "C", "N", "C", "C", "C", "C", "C", "C", "C", "C", "C", "N", "C", "H", "H", "H", "H", "H", "H", "H", "H", "C", "As", "C", "C", "O", "H", "H", "H", "H", "H", "H", "H", "H", "H", "O", "S", "O", "O", "O", "N", "C", "O", "C", "I", "H", "H", "H", "H"], "positions_angstrom": [[0.21051, 0.18585, 0.02885], [5.69546, -2.39320, -4.38311], [4.51898, -1.51817, -3.15447], [4.69150, -0.16554, -2.90588], [3.83790, 0.44956, -1.99558], [2.83194, -0.25863, -1.34349], [2.10284, 0.31603, -0.40837], [2.62502, -1.63611, -1.64533], [1.58973, -2.42956, -1.08456], [0.58200, -2.04497, -0.25980], [-0.41800, -2.95744, -0.08107], [-0.74853, -3.95731, -1.01316], [-1.81342, -4.84465, -0.82396], [-2.61603, -4.79086, 0.28526], [-2.33647, -3.80352, 1.26455], [-3.11905, -3.67758, 2.43218], [-2.82040, -2.72717, 3.36798], [-1.71029, -1.89833, 3.12372], [-0.96705, -1.98310, 2.05004], [-1.25513, -2.90250, 1.10323], [3.51725, -2.24576, -2.55329], [5.46289, 0.39836, -3.41101], [3.91108, 1.51012, -1.80621], [1.65393, -3.48616, -1.33083], [-0.20449, -4.00663, -1.94546], [-2.01338, -5.57745, -1.59857], [-3.44368, -5.47296, 0.43350], [-3.95867, -4.35092, 2.56981], [-3.40424, -2.61095, 4.27193], [-1.43363, -1.13766, 3.85090], [3.39540, -3.29695, -2.78572], [3.08020, -0.94516, 3.30568], [2.34205, -0.87736, 2.11266], [1.25450, -0.14098, 2.00254], [0.83930, 0.55543, 3.07117], [1.51588, 0.57752, 4.29057], [2.67668, -0.20536, 4.38974], [0.99213, 1.39238, 5.35787], [-0.14820, 2.10215, 5.19709], [-0.88510, 2.05309, 3.95960], [-2.09825, 2.72488, 3.73918], [-2.72957, 2.58019, 2.52860], [-2.14859, 1.76591, 1.54448], [-1.01351, 1.12537, 1.73241], [-0.38702, 1.27901, 2.90991], [3.96264, -1.56783, 3.34135], [2.63986, -1.41943, 1.22646], [3.23795, -0.21855, 5.31647], [1.53938, 1.42206, 6.29204], [-0.53823, 2.71672, 5.99912], [-2.52103, 3.34749, 4.51898], [-3.66192, 3.08354, 2.31355], [-2.59777, 1.63227, 0.57141], [-3.54802, 1.14014, -2.08728], [-2.58654, -0.49706, -1.83933], [-1.82795, -1.09262, -3.49149], [-3.96264, -1.78034, -1.43893], [-1.69166, -0.52664, -0.42314], [-4.20831, 0.98165, -2.94286], [-2.86758, 1.96317, -2.28067], [-4.15080, 1.29792, -1.19162], [-2.61933, -1.64417, -4.00394], [-0.98230, -1.73566, -3.25805], [-1.47457, -0.23517, -4.05555], [-4.72793, -1.78469, -2.21660], [-4.40491, -1.52597, -0.47692], [-3.50556, -2.76738, -1.35752], [1.25683, 2.56545, -2.36977], [0.01467, 1.82300, -2.28581], [-0.96664, 2.21062, -3.29114], [0.20592, 0.32737, -2.28742], [-0.58641, 1.97202, -0.87879], [3.19289, 3.44866, -0.06112], [1.89321, 3.53361, 0.32235], [1.38552, 2.74381, 1.09795], [1.04516, 4.70797, -0.11264], [1.71493, 5.92136, -1.73813], [3.55787, 2.51502, 0.07627], [3.41799, 3.86548, -0.95154], [0.96640, 5.39405, 0.72774], [0.07067, 4.30691, -0.37533]], "mulliken_spin": [0.783, 0.000, -0.092, 0.177, -0.094, 0.162, 0.014, -0.047, 0.404, 0.099, -0.152, 0.225, -0.052, 0.154, -0.041, 0.020, -0.017, 0.034, 0.015, 0.029, 0.125, 0.016, -0.007, 0.040, 0.032, -0.002, 0.015, 0.000, -0.001, 0.015, 0.006, -0.003, 0.038, 0.019, 0.001, 0.000, 0.012, -0.003, 0.000, -0.008, 0.017, -0.009, 0.049, 0.002, 0.027, 0.000, 0.005, 0.000, 0.000, 0.000, 0.001, 0.000, 0.005, 0.001, -0.003, 0.011, 0.003, -0.016, 0.000, 0.000, 0.000, 0.000, 0.003, -0.002, -0.001, -0.002, -0.001, 0.000, 0.005, 0.000, -0.001, -0.009, 0.001, 0.000, -0.003, -0.001, 0.000, 0.001, 0.000, 0.000, 0.001]}

=====

(2)
{"formula": "C4H5N7S", "method": "ωB97M-V with the def2-TZVPD basis set", "smiles": "Nc1nncn1-n1[nH]cnc1=S", "multiplicity": 1, "orbital_gap_ev": 8.039, "charge": 0, "elements": ["C", "C", "C", "C", "N", "N", "N", "N", "N", "N", "N", "S", "H", "H", "H", "H", "H"], "positions_angstrom": [[-1.80808, 0.11754, -1.49645], [-1.32315, 0.66835, 0.60241], [2.01189, -1.57019, 0.12890], [1.81422, 0.56503, -0.10804], [-2.88450, 0.37803, -0.83210], [-2.58842, 0.86392, 0.38254], [2.53699, -0.42391, 0.26925], [-0.80120, 0.09141, -0.55381], [0.80457, -1.58246, -0.47026], [0.49810, -0.28371, -0.72602], [-0.51325, 1.00651, 1.65737], [1.96500, 2.12080, -0.39865], [-1.71202, -0.30614, -2.46527], [2.52708, -2.51983, 0.35247], [0.03188, -2.05909, 0.06516], [-0.90519, 1.56690, 2.35401], [0.34609, 1.36681, 1.23849]], "lowdin_charge": [-0.124, -0.400, -0.149, -0.851, -0.009, 0.045, 0.070, -0.030, 0.067, -0.051, 0.156, 0.739, 0.111, 0.146, 0.194, 0.082, 0.005]}

=====

(3)
{"formula": "C19H26F3IrNOP2", "method": "ωB97M-V with the def2-TZVPD basis set", "multiplicity": 5, "orbital_gap_ev": [5.405, 7.482], "charge": 1, "elements": ["Ir", "C", "P", "C", "C", "C", "C", "C", "C", "C", "P", "C", "C", "H", "H", "H", "H", "H", "H", "H", "H", "H", "H", "H", "H", "H", "H", "H", "H", "F", "C", "F", "F", "C", "C", "C", "N", "C", "C", "H", "H", "H", "H", "C", "O", "C", "C", "H", "H", "H", "H", "H", "H"], "positions_angstrom": [[-0.74537, -0.63885, -0.69243], [-0.27027, -1.43349, 2.80049], [-1.23101, -0.50583, 1.57022], [-2.95077, -0.89502, 2.00277], [-1.00860, 1.23971, 2.05341], [-1.34671, 1.66571, 3.33675], [-1.15722, 2.98455, 3.71253], [-0.62201, 3.89348, 2.80905], [-0.27966, 3.47989, 1.53301], [-0.47091, 2.15549, 1.14394], [-0.00593, 1.59941, -0.52650], [-0.66702, 2.84974, -1.66123], [1.79490, 1.77425, -0.62661], [-0.65277, -1.23444, 3.80255], [0.77605, -1.13538, 2.75590], [-0.34991, -2.50175, 2.59887], [-3.15434, -0.68942, 3.05401], [-3.13388, -1.95216, 1.80781], [-3.62869, -0.30243, 1.38960], [-1.76148, 0.96828, 4.05441], [-1.42472, 3.30525, 4.71002], [-0.47042, 4.92355, 3.10104], [0.14081, 4.19749, 0.83955], [-0.24594, 3.83414, -1.45255], [-1.75143, 2.89936, -1.57130], [-0.40687, 2.56788, -2.68144], [2.10166, 2.78186, -0.34221], [2.11470, 1.56667, -1.64807], [2.27059, 1.04526, 0.03011], [5.96740, -2.24791, -1.13588], [5.24284, -1.23502, -1.64944], [5.59786, -1.09627, -2.93521], [5.66984, -0.11919, -1.00573], [3.78396, -1.44477, -1.48658], [2.87571, -1.32145, -2.56310], [1.54080, -1.42207, -2.34233], [1.00811, -1.63456, -1.06594], [1.91583, -1.89324, -0.04185], [3.25642, -1.79705, -0.21979], [3.23344, -1.16094, -3.57059], [0.81868, -1.35319, -3.14679], [1.48279, -2.21520, 0.89370], [3.91622, -2.01869, 0.60857], [-2.01876, -3.43500, -1.86060], [-2.89056, -2.28320, -1.93432], [-2.48008, -1.11660, -1.54038], [-3.53871, -0.08279, -1.77900], [-2.19147, -3.99557, -2.77403], [-2.32477, -4.01767, -0.99490], [-0.97896, -3.12151, -1.77747], [-4.52793, -0.53027, -1.86806], [-3.29359, 0.42287, -2.71708], [-3.52787, 0.67608, -0.99685]], "mulliken_spin": [1.922, 0.031, 0.096, 0.027, 0.000, -0.005, 0.003, 0.003, -0.012, -0.015, 0.134, 0.032, 0.022, 0.005, 0.006, -0.001, 0.004, -0.006, 0.005, 0.002, 0.000, 0.000, 0.003, 0.007, 0.011, -0.001, 0.006, -0.004, 0.008, 0.012, 0.007, 0.002, 0.016, 0.372, -0.005, 0.256, 0.348, 0.220, -0.044, 0.010, 0.002, 0.032, 0.010, 0.022, 0.046, 0.354, 0.051, 0.000, 0.007, -0.017, 0.012, -0.005, 0.007]}

=====

For the records above, the corresponding ΔE to the lowest compared entry with this formula, charge and spin values read 0.0; 0.0; 0.5 kcal/mol.
For the records above, the corresponding strongest force on any atom values read 0.0333; 0.0896; 0.0066 Eh/bohr.
For the records above, the corresponding energy values read -8432.035283; -936.783060; -1955.936103 Eh.